The following is a quantum chemistry calculation of C9H12BClO3 in the gas phase, from the OMol25 dataset.

Calculated values
- 2S+1: 1
- Electronic energy: -1060.79107 Ha
- Energy above the lowest of the compared OMol25 structures with the same formula, charge and spin: 58.73 kcal per mole
- HOMO-LUMO gap (spin up / spin down): 5.95 / 5.94 eV
- LUMO level (spin up / spin down): -0.0432 / -0.0434 hartree
- F_max: 5.43 eV Å⁻¹

```
26
Properties=species:S:1:pos:R:3:nbo_charge:R:1
B 0.369 1.686 1.315 0.673
C -0.625 0.583 1.137 -0.707
C -0.445 -0.418 0.041 0.376
C -1.251 -2.537 1.388 0.525
C 1.669 0.669 -0.415 0.875
C -0.838 -2.172 0.121 -0.437
C -1.609 -1.204 -0.667 -0.271
C 0.434 3.103 2.106 -0.944
C 2.782 0.538 -1.456 -0.691
C -1.575 -1.215 -2.157 -0.614
O -2.201 -2.182 2.012 -0.542
O 1.463 1.609 0.435 -0.525
O 0.572 -0.130 -0.814 -0.468
Cl -0.207 -3.853 1.963 -0.126
H -1.656 0.688 1.482 0.244
H 0.065 -2.767 -0.115 0.255
H -2.606 -1.009 -0.171 0.260
H -0.086 3.938 1.440 0.226
H 1.361 3.529 2.357 0.226
H -0.220 3.231 2.994 0.240
H 2.364 0.160 -2.366 0.263
H 3.500 -0.139 -1.165 0.255
H 3.293 1.507 -1.560 0.253
H -2.530 -1.201 -2.674 0.231
H -1.154 -2.082 -2.616 0.219
H -0.871 -0.330 -2.617 0.204
```